*P*
{"formula": "C3H5NO3S", "method": "ωB97M-V/def2-TZVPD", "e_lumo_ev": [-1.0, -1.0], "molar_mass_g_mol": 135.14, "e_homo_ev": [-9.915, -9.914], "orbital_gap_ha": [0.3265, 0.3264], "symbols": ["C", "C", "C", "N", "O", "O", "O", "S", "H", "H", "H", "H", "H"], "coordinates": [[-1.654, -0.084, -0.866], [0.114, -0.263, 0.007], [2.365, 0.388, -0.335], [0.106, -0.852, 1.094], [-4.125, -0.422, -0.039], [-2.586, 1.070, 1.197], [0.946, 0.516, -0.626], [-2.773, -0.009, 0.301], [-1.515, -0.950, -1.544], [2.330, 1.224, 0.455], [2.961, 0.742, -1.223], [2.783, -0.552, 0.086], [1.047, -0.809, 1.493]], "lowdin_charge": [-0.1277, -0.4250, -0.0392, 0.1457, -0.3243, -0.3031, -0.0849, 0.7162, 0.0536, 0.1246, 0.1052, 0.0963, 0.0627]}

---

*Q*
{"formula": "C3H5NO3S", "method": "ωB97M-V/def2-TZVPD", "e_lumo_ev": -0.5, "molar_mass_g_mol": 135.14, "e_homo_ev": -8.637, "orbital_gap_ha": 0.2987, "symbols": ["C", "C", "C", "H", "H", "H", "H", "H", "N", "O", "O", "O", "S"], "coordinates": [[1.152, -0.440, 0.102], [-0.443, 1.301, 0.397], [-2.044, -0.447, -0.089], [2.510, -0.142, -1.455], [3.120, -1.320, -0.480], [-0.458, 2.255, 0.381], [-0.366, 1.069, 1.459], [-1.229, -1.548, 0.134], [2.100, -0.671, -0.767], [0.940, -1.105, 1.055], [0.454, 0.653, -0.563], [-1.927, 1.127, 0.036], [-3.809, -0.732, -0.210]], "lowdin_charge": [-0.6524, -0.1379, -0.4784, 0.0597, 0.2560, 0.0547, 0.1400, 0.2043, 0.1522, 0.1089, -0.0037, -0.2090, 0.5056]}

---

*R*
{"formula": "C3H5NO3S", "method": "ωB97M-V/def2-TZVPD", "e_lumo_ev": [-1.3, -1.3], "molar_mass_g_mol": 135.14, "e_homo_ev": [-9.675, -9.676], "orbital_gap_ha": [0.3075, 0.3075], "smiles": "N=[S@](=O)(O)/C=C\\C=O", "symbols": ["N", "S", "O", "O", "C", "C", "C", "O", "H", "H", "H", "H", "H"], "coordinates": [[1.458, 0.047, 1.584], [1.489, -0.070, 0.011], [2.736, -0.501, -0.567], [0.995, 1.191, -0.652], [0.040, -0.999, -0.369], [-1.237, -0.607, -0.313], [-1.790, 0.738, -0.228], [-1.306, 1.797, -0.020], [2.151, -0.454, 2.052], [0.140, 1.516, -0.295], [0.294, -2.001, -0.418], [-2.116, -1.264, -0.305], [-2.853, 0.608, -0.480]], "lowdin_charge": [-0.1492, 0.5959, -0.2863, -0.1540, -0.0974, -0.0692, -0.2498, 0.1024, -0.0191, 0.0082, 0.0752, 0.1175, 0.1258]}

---

*S*
{"formula": "C3H5NO3S", "method": "ωB97M-V/def2-TZVPD", "e_lumo_ev": 0.3, "molar_mass_g_mol": 135.14, "e_homo_ev": -9.107, "orbital_gap_ha": 0.3448, "symbols": ["C", "C", "C", "N", "O", "O", "O", "S", "H", "H", "H", "H", "H"], "coordinates": [[-0.246, 0.365, -1.164], [-1.195, -0.524, -0.687], [0.873, 0.963, -0.348], [-1.027, -1.806, -0.173], [-2.432, -0.102, -1.030], [-1.875, 2.588, -1.474], [-2.306, 0.982, -3.214], [-1.731, 1.215, -1.901], [1.441, 1.578, -0.933], [0.418, 1.651, 0.449], [1.333, 0.155, 0.197], [-0.160, -2.183, -0.428], [-1.758, -2.359, -0.423]], "lowdin_charge": [-0.2171, -0.4463, -0.0656, 0.1937, -0.0987, -0.2791, -0.2822, 0.8004, 0.0372, 0.1136, 0.0780, 0.0966, 0.0694]}

---

Of them, *Q* has the lowest stability.

---

*P*
{"formula": "C4H8BrNO", "method": "ωB97M-V/def2-TZVPD", "e_lumo_ev": -0.1, "molar_mass_g_mol": 166.02, "e_homo_ev": -9.513, "orbital_gap_ha": 0.3450, "smiles": "[H]/N=C(/C)C(C)=O.Br", "symbols": ["H", "N", "C", "C", "C", "C", "O", "H", "H", "H", "H", "H", "H", "Br", "H"], "coordinates": [[-1.067, -0.195, 2.397], [-0.660, 0.693, 1.975], [-0.112, 0.691, 0.798], [0.541, 1.910, 0.304], [-0.036, -0.621, 0.018], [1.349, -1.008, -0.655], [-0.754, -1.593, 0.294], [-0.048, 2.298, -0.643], [0.634, 2.591, 1.062], [1.526, 1.610, -0.001], [1.089, -1.569, -1.520], [1.853, -0.117, -0.959], [1.937, -1.520, 0.070], [-3.565, -0.770, -0.110], [-4.262, -1.580, -1.283]], "lowdin_charge": [0.0897, 0.1538, -0.3812, -0.0459, -0.3402, 0.0088, -0.0587, 0.1431, 0.0465, 0.0588, 0.0701, 0.0433, 0.0797, 0.2831, -0.1509]}

---

*Q*
{"formula": "C4H8BrNO", "method": "ωB97M-V/def2-TZVPD", "e_lumo_ev": 0.0, "molar_mass_g_mol": 166.02, "e_homo_ev": -8.821, "orbital_gap_ha": 0.3245, "smiles": "CC(C)=N[C@H](O)Br", "symbols": ["C", "C", "C", "N", "C", "O", "Br", "H", "H", "H", "H", "H", "H", "H", "H"], "coordinates": [[0.669, 1.442, -1.441], [0.346, 0.355, -0.413], [1.137, 0.418, 0.954], [-0.583, -0.518, -0.713], [-1.342, -1.286, 0.014], [-2.159, -0.709, 0.867], [0.082, -2.701, 1.185], [0.427, 2.565, -1.138], [0.287, 1.359, -2.397], [1.812, 1.279, -1.492], [0.861, -0.431, 1.561], [0.776, 1.284, 1.493], [2.179, 0.533, 0.737], [-1.734, -2.204, -0.497], [-2.756, -1.384, 1.280]], "lowdin_charge": [-0.0346, -0.2646, -0.0387, 0.0805, -0.6399, 0.0274, 0.2438, 0.1320, 0.0328, 0.1063, -0.0422, 0.0836, 0.0698, 0.0997, 0.1442]}

---

Of them, *P* has the lowest stability.

---

*P*
{"formula": "C5H4O3", "method": "ωB97M-V/def2-TZVPD", "e_lumo_ev": 0.1, "molar_mass_g_mol": 112.08, "e_homo_ev": -8.995, "orbital_gap_ha": 0.3346, "smiles": "O=C1OC=C/C1=C\\O", "symbols": ["O", "C", "O", "C", "C", "C", "C", "O", "H", "H", "H", "H"], "coordinates": [[0.584, 2.395, 0.073], [0.655, 1.161, -0.107], [1.925, 0.507, 0.105], [1.727, -0.783, 0.105], [0.453, -1.186, 0.008], [-0.245, 0.083, -0.099], [-1.370, 0.614, -0.112], [-2.610, 0.048, 0.086], [2.578, -1.587, -0.338], [0.029, -2.281, -0.059], [-1.164, 1.882, -0.071], [-2.562, -0.854, 0.408]], "lowdin_charge": [0.0688, -0.3373, 0.0691, -0.1979, -0.0093, -0.2389, -0.0979, 0.0637, 0.1973, 0.1530, 0.2252, 0.1042]}

---

*Q*
{"formula": "C5H4O3", "method": "ωB97M-V/def2-TZVPD", "e_lumo_ev": 0.3, "molar_mass_g_mol": 112.08, "e_homo_ev": -10.236, "orbital_gap_ha": 0.3873, "smiles": "O=C1[C@H]2O[C@@H]1[C@@H]1O[C@@H]12", "symbols": ["O", "C", "C", "O", "C", "C", "O", "C", "H", "H", "H", "H"], "coordinates": [[2.598, 0.122, -0.339], [1.293, 0.053, -0.154], [0.384, -1.169, -0.017], [0.294, -0.660, 1.366], [0.334, 0.837, 0.710], [-0.972, 0.771, -0.066], [-1.869, -0.207, 0.173], [-0.816, -0.533, -0.699], [0.675, -2.196, 0.279], [0.360, 1.875, 1.299], [-1.252, 1.788, -0.804], [-1.027, -0.682, -1.749]], "lowdin_charge": [0.0114, -0.2220, -0.1024, -0.0235, -0.0183, -0.2762, 0.0676, -0.2023, 0.1812, 0.1970, 0.2302, 0.1573]}

---

*R*
{"formula": "C5H4O3", "method": "ωB97M-V/def2-TZVPD", "e_lumo_ev": -0.6, "molar_mass_g_mol": 112.08, "e_homo_ev": -9.637, "orbital_gap_ha": 0.3326, "symbols": ["C", "C", "C", "C", "C", "H", "H", "H", "H", "O", "O", "O"], "coordinates": [[1.546, -0.011, -0.014], [0.001, 0.176, 0.120], [-1.077, 1.130, -0.087], [-2.262, 0.502, -0.042], [-0.624, -0.968, 0.221], [1.397, 1.696, 0.785], [-1.219, 2.339, -0.344], [-3.253, 0.711, -0.087], [-0.074, -1.922, -0.168], [2.226, 1.061, -0.028], [1.944, -1.203, -0.120], [-1.964, -0.832, -0.024]], "lowdin_charge": [-0.5472, -0.1663, -0.0515, -0.1010, -0.0807, 0.3442, 0.1725, 0.0950, 0.1883, 0.0942, 0.0442, 0.0082]}

---

Of them, *Q* has the lowest stability.

---

*P*
{"formula": "CH3FIP", "method": "ωB97M-V/def2-TZVPD", "e_lumo_ev": [-0.7, -1.0], "molar_mass_g_mol": 191.91, "e_homo_ev": [-8.666, -9.947], "orbital_gap_ha": [0.2944, 0.3273], "symbols": ["C", "F", "P", "I", "H", "H", "H"], "coordinates": [[-0.502, 0.065, -0.540], [1.832, 0.919, 0.129], [1.202, -0.479, -0.268], [-1.786, -1.577, -0.739], [-0.972, 0.988, 1.650], [-0.716, 0.770, -1.274], [0.941, -0.686, 1.040]], "lowdin_charge": [-0.9602, -0.3878, 0.6907, 0.6877, 0.1308, -0.0722, -0.0890]}

---

*Q*
{"formula": "CH3FIP", "method": "ωB97M-V/def2-TZVPD", "e_lumo_ev": -0.2, "molar_mass_g_mol": 191.91, "e_homo_ev": -8.924, "orbital_gap_ha": 0.3196, "smiles": "C=PI.F", "symbols": ["C", "P", "I", "H", "H", "F", "H"], "coordinates": [[-0.530, 0.636, 0.591], [1.088, 0.343, 1.025], [2.366, 1.838, -0.443], [-1.267, -0.169, 0.837], [-1.069, 1.351, -0.060], [-0.297, -1.872, -0.561], [-0.291, -2.126, -1.390]], "lowdin_charge": [-0.5195, 0.3467, 0.1927, -0.0118, 0.0025, -0.0414, 0.0307]}

---

Of them, *P* has the lowest stability.

---

*P*
{"formula": "C4H9N4O", "method": "ωB97M-V/def2-TZVPD", "e_lumo_ev": -4.5, "molar_mass_g_mol": 129.14, "e_homo_ev": -13.459, "charge": 1, "orbital_gap_ha": 0.3287, "symbols": ["C", "C", "C", "C", "N", "N", "N", "N", "O", "H", "H", "H", "H", "H", "H", "H", "H", "H"], "coordinates": [[-1.808, 0.225, 0.958], [0.717, 1.637, -1.906], [0.717, 0.311, -1.424], [0.560, -2.002, -0.562], [-2.693, -0.028, 0.190], [-1.092, 0.642, 1.909], [0.397, -0.493, -0.592], [0.055, 1.466, 1.775], [1.170, 0.513, -2.676], [-0.251, 2.139, -2.154], [1.478, 2.335, -1.571], [-0.343, -2.321, -0.026], [0.839, -2.529, -1.601], [1.421, -2.250, 0.002], [-3.279, -0.599, -0.399], [-1.417, 0.595, 2.932], [0.900, 0.941, 2.086], [0.237, 1.769, 0.812]], "lowdin_charge": [-0.1309, -0.0585, -0.4500, -0.0487, 0.3388, 0.0135, 0.0436, 0.0844, 0.1156, 0.1366, 0.1189, 0.0618, 0.1360, 0.0513, 0.1412, 0.2343, 0.1265, 0.0855]}

---

*Q*
{"formula": "C4H9N4O", "method": "ωB97M-V/def2-TZVPD", "e_lumo_ev": -3.8, "molar_mass_g_mol": 129.14, "e_homo_ev": -13.891, "charge": 1, "orbital_gap_ha": 0.3693, "smiles": "[H]/N=C(\\C)C(=O)[NH+]=C(N)N", "symbols": ["H", "N", "C", "C", "C", "O", "N", "C", "N", "N", "H", "H", "H", "H", "H", "H", "H", "H"], "coordinates": [[2.826, -1.141, 2.086], [1.963, -0.671, 1.758], [1.753, -0.939, 0.526], [2.408, -1.924, -0.303], [0.464, -0.163, -0.208], [0.477, -0.027, -1.414], [-0.718, 0.385, 0.476], [-1.772, 1.137, -0.089], [-2.964, 1.242, 0.467], [-1.646, 1.646, -1.268], [1.788, -2.632, -0.836], [3.185, -2.334, 0.234], [2.791, -1.246, -1.034], [-1.002, -0.280, 1.218], [-3.463, 2.004, 0.083], [-3.066, 1.213, 1.546], [-2.355, 2.300, -1.554], [-0.670, 1.430, -1.690]], "lowdin_charge": [0.0886, 0.1599, -0.3150, -0.0222, -0.2381, 0.0857, 0.1701, -0.4198, 0.1973, 0.2295, 0.1114, 0.0720, 0.0964, 0.1662, 0.1108, 0.1952, 0.1455, 0.1666]}

---

Of them, *P* has the lowest stability.

---

*P*
{"formula": "C7H9N5", "method": "ωB97M-V/def2-TZVPD", "e_lumo_ev": -9.0, "molar_mass_g_mol": 163.18, "e_homo_ev": -17.385, "charge": 2, "orbital_gap_ha": 0.3092, "symbols": ["C", "C", "C", "C", "C", "C", "C", "N", "N", "N", "N", "N", "H", "H", "H", "H", "H", "H", "H", "H", "H"], "coordinates": [[-3.393, -0.314, 0.021], [-2.632, -1.411, 0.102], [-2.844, 0.927, -0.244], [-1.143, -1.404, 0.059], [-1.457, 0.990, -0.269], [-0.525, -0.044, -0.017], [3.665, -0.014, -0.138], [-0.765, 2.187, -0.343], [0.407, 1.859, -0.062], [0.665, 0.547, 0.122], [4.087, 0.079, 1.038], [3.179, -0.045, -1.195], [-4.528, -0.501, -0.050], [-3.015, -2.344, 0.202], [-3.541, 1.718, -0.352], [-0.528, -2.135, 0.818], [1.212, 2.429, 0.123], [4.676, 0.756, 1.463], [4.372, -0.750, 1.568], [-0.756, -2.142, -0.731], [2.863, -0.386, -2.115]], "lowdin_charge": [-0.0240, 0.0392, 0.1384, -0.0645, -0.1798, -0.1777, -0.1680, 0.1956, -0.0081, 0.1188, 0.2502, 0.3497, 0.1788, 0.1071, 0.1463, 0.2160, 0.1817, 0.1574, 0.1836, 0.1819, 0.1777]}

---

*Q*
{"formula": "C7H9N5", "method": "ωB97M-V/def2-TZVPD", "e_lumo_ev": -9.6, "molar_mass_g_mol": 163.18, "e_homo_ev": -17.472, "charge": 2, "orbital_gap_ha": 0.2911, "smiles": "NC(=[NH2+])[n+]1[nH]nc2ccccc21", "symbols": ["N", "C", "N", "N", "N", "N", "C", "C", "C", "C", "C", "C", "H", "H", "H", "H", "H", "H", "H", "H", "H"], "coordinates": [[2.208, 1.024, -0.498], [1.902, -0.173, -0.043], [2.788, -0.938, 0.565], [0.632, -0.660, -0.219], [0.308, -2.290, -0.227], [-0.911, -2.402, -0.197], [-1.571, -1.270, -0.091], [-2.954, -1.070, 0.062], [-3.409, 0.222, 0.124], [-2.506, 1.299, 0.050], [-1.130, 1.133, -0.046], [-0.622, -0.153, -0.133], [1.575, 1.566, -1.073], [3.131, 1.420, -0.347], [2.534, -1.801, 1.027], [3.752, -0.643, 0.682], [0.968, -2.964, -0.606], [-3.605, -1.930, 0.130], [-4.464, 0.424, 0.229], [-2.901, 2.307, 0.065], [-0.488, 2.001, -0.059]], "lowdin_charge": [0.2758, -0.3419, 0.2619, 0.1616, 0.1867, 0.1901, -0.1495, 0.0726, 0.0054, 0.0375, 0.0232, -0.1063, 0.1511, 0.1670, 0.1479, 0.1648, 0.2019, 0.1482, 0.1383, 0.1431, 0.1208]}

---

Of them, *P* has the lowest stability.